No. 1
The following is a quantum chemistry calculation of a single C6H10 molecule, from the Open Molecules 2025 dataset.

Last column: Löwdin charge in e.
Element x y z (Å)
C -3.07328 -0.14234 -0.26238  -0.081
C -1.66463 -0.15575 -0.05180  -0.151
C -0.51205 0.18358 -0.27691  -0.021
C 0.78484 0.12183 0.40276  -0.476
C 1.67697 1.31965 0.12273  -0.088
C 1.45345 -1.19778 0.02090  -0.083
H -3.70382 -1.02682 -0.28850  0.069
H -3.58966 0.72406 0.21511  0.096
H -2.50380 -0.19288 -1.29156  0.128
H 0.54875 0.08822 1.47477  0.134
H 1.94114 1.36103 -0.93934  0.081
H 2.59345 1.23785 0.71427  0.075
H 1.17705 2.25802 0.38421  0.078
H 1.66284 -1.22619 -1.05420  0.083
H 2.39533 -1.29930 0.56549  0.075
H 0.81340 -2.05320 0.26446  0.080

## Properties
- ΔE to the lowest compared entry with this formula, charge and spin: 3.419 eV
- HOMO level: -8.60 eV
- Gap between HOMO and LUMO: 9.392 eV
- SMILES string: CC#CC(C)C

***

No. 2
The following is a quantum chemistry calculation of a molecular structure, C6H10, from the Open Molecules 2025 dataset.

Last column: Löwdin charge in e.
Element x y z (Å)
C -1.74050 -1.80625 1.82295  -0.022
C -1.04988 -1.80268 -0.31867  -0.037
C -0.48657 -0.51658 -0.39850  -0.159
C 0.07480 0.54868 -0.58379  -0.029
C 0.79242 1.80014 -0.83722  -0.270
C 2.29128 1.60849 -1.09526  -0.114
H -0.98428 -1.42904 2.51289  0.057
H -2.45865 -1.03294 1.56835  0.048
H -2.24061 -2.70085 2.20158  0.054
H -1.07051 -2.28583 0.92033  -0.017
H -2.09807 -1.83455 -0.63542  0.047
H 0.63999 2.47067 0.01897  0.112
H 0.32480 2.30569 -1.69222  0.111
H 2.45187 0.98542 -1.98018  0.075
H 2.78207 2.57400 -1.25894  0.068
H 2.77186 1.11564 -0.24489  0.074

## Properties
- ΔE to the lowest compared entry with this formula, charge and spin: 5.225 eV
- HOMO level: -7.72 eV
- Gap between HOMO and LUMO: 7.932 eV

***

No. 3
The following is a quantum chemistry calculation of a single C6H10 molecule, from the Open Molecules 2025 dataset.

Last column: Löwdin charge in e.
Element x y z (Å)
C 1.81676 0.90505 0.09269  -0.111
C 0.83705 1.56370 -0.87118  -0.252
C -0.57182 1.03425 -0.82144  -0.109
C -1.02949 -0.03712 -0.05915  -0.256
C -1.10443 -0.81584 0.97344  -0.060
C -1.31892 -2.27202 1.16261  -0.149
H 1.40785 0.87165 1.10716  0.076
H 2.75466 1.47002 0.11919  0.071
H 2.04796 -0.12217 -0.20833  0.077
H 1.22639 1.54356 -1.89854  0.108
H 0.74114 2.63297 -0.62210  0.115
H -1.29905 1.55670 -1.44165  0.101
H -1.37557 -0.32041 -1.15190  0.188
H -1.59431 -2.51557 2.19476  0.054
H -2.12087 -2.64624 0.50949  0.075
H -0.41735 -2.84853 0.91496  0.074

## Properties
- ΔE to the lowest compared entry with this formula, charge and spin: 4.864 eV
- HOMO level (spin up / spin down): -7.25 / -7.06 eV
- Gap between HOMO and LUMO (spin up / spin down): 7.431 / 7.126 eV

***

No. 4
The following is a quantum chemistry calculation of a single C6H10 molecule, from the Open Molecules 2025 dataset.

Last column: Löwdin charge in e.
Element x y z (Å)
C -0.60217 -0.09599 -2.27549  0.017
C 0.49230 -0.01177 -1.47196  -0.164
C 0.38361 0.20824 -0.03189  -0.313
C 1.54488 0.73539 0.78738  -0.078
C -0.48974 -0.55490 0.69938  -0.112
C -1.35401 -0.28147 1.89741  -0.100
H -0.70359 -0.97469 -2.89147  0.045
H -1.16238 0.80455 -2.56531  0.069
H 1.46822 -0.37182 -1.79605  0.100
H 2.44493 0.12048 0.63499  0.080
H 1.40707 0.46945 1.83618  0.072
H 2.06224 1.68023 0.66236  0.064
H -0.71939 -1.47077 0.13319  0.098
H -2.41810 -0.50936 1.81785  0.073
H -1.32829 0.79111 2.11340  0.072
H -0.95936 -0.66836 2.86233  0.077

## Properties
- ΔE to the lowest compared entry with this formula, charge and spin: 3.942 eV
- HOMO level: -7.91 eV
- Gap between HOMO and LUMO: 8.064 eV
- SMILES string: C=C/C(C)=C/C

***

- What is the formula in the third record?
  C6H10